[1]
Molecular formula: C6H10N2O
Method: DFT, ωB97M-V with the def2-TZVPD basis set

Geometry as XYZ:
```
19
Properties=species:S:1:pos:R:3:forces:R:3
C 2.219893 1.893544 -0.746116 0.7 3.8 -1.9
C 1.940924 0.769574 -0.433133 -1.3 -5.3 3.2
C -0.307291 -0.906223 -0.297690 1.4 -0.5 3.2
C 2.177090 -1.402604 0.489802 2.5 -0.1 1.7
C -2.539759 -0.340634 -0.634775 0.4 -1.7 0.0
C -1.205578 1.137362 0.831255 -0.7 1.2 0.8
N 1.386404 -0.272804 0.160922 1.9 2.6 -2.5
N -1.219473 -0.067796 0.012611 -4.5 2.6 -1.2
O -0.232299 -1.926695 -0.890607 -0.5 -1.4 -1.9
H 2.619797 2.761952 -1.216284 0.0 0.0 0.2
H 2.517539 -2.111350 -0.300916 -0.9 0.7 0.2
H 3.122197 -0.910057 0.844615 -0.4 -1.0 0.0
H 1.749252 -1.940727 1.369155 -0.1 0.2 -0.9
H -3.387572 -0.083731 0.052559 0.8 -1.1 -0.4
H -2.752062 0.204876 -1.517574 0.3 1.2 -0.9
H -2.341978 -1.394913 -1.074485 -1.4 1.2 1.3
H -2.185641 1.356027 1.341267 0.6 -1.3 -0.3
H -0.462736 1.070743 1.590523 0.6 -0.2 0.7
H -1.098701 2.163460 0.418867 0.6 -1.0 -1.1
```
Positions in Å, forces in eV/Å.

Output
- Molecular weight: 126.159 g/mol
- ⟨S²⟩: 2.031
- Spin multiplicity: 3
- Energy above the lowest of the compared OMol25 structures with the same formula, charge and spin: 242.1 kJ/mol
- Kohn-Sham gap (alpha / beta): 5.013 / 7.554 eV
- Highest occupied orbital energy (alpha / beta): -4.093 / -9.425 eV


[2]
Molecular formula: C16H24B2Cl2F8IN2O4S2
Method: DFT, ωB97M-V with the def2-TZVPD basis set

Geometry as XYZ:
```
61
Properties=species:S:1:pos:R:3:forces:R:3
C -2.207616 4.572084 0.089926 0.3 -0.2 -0.2
C -2.522893 3.185580 -0.477818 -0.1 0.3 -0.3
S -1.347827 2.848670 -1.822027 0.2 0.0 -0.2
C -1.424208 1.050852 -1.947961 -0.6 0.5 0.7
C -0.556018 0.032433 -1.180834 0.7 -1.3 -0.8
N -1.174025 -0.457334 0.168435 -0.2 0.8 -1.0
S -2.222369 -1.892096 -0.136602 -0.6 -1.2 0.6
O -1.432261 -2.994981 -0.551251 0.2 0.5 -0.1
O -3.089780 -1.989899 0.989199 0.2 0.5 -0.4
C -3.410104 -1.494078 -1.562597 0.8 -0.1 0.4
F -4.085533 -2.592604 -1.604227 -0.8 -1.2 -0.1
F -4.173354 -0.498240 -1.233990 -0.6 1.0 0.3
F -2.814903 -1.292820 -2.702118 0.4 0.1 -0.7
C -0.132726 -0.526122 1.295306 0.6 -0.3 0.5
B -0.655066 0.465744 2.477440 -0.1 0.1 0.2
N 0.042526 0.622688 3.686196 0.1 0.5 -0.6
O -1.950403 0.964128 2.300127 -0.2 -0.4 -0.2
C -0.068818 -1.907683 2.058854 0.1 -0.4 -0.3
C -1.156714 -2.190957 3.093046 0.1 -0.3 0.3
F 1.122842 -1.893416 2.771820 -0.2 0.2 0.1
C 1.174286 0.023328 0.568345 0.1 1.8 0.2
I 0.671387 2.249646 0.798818 -0.1 0.0 -0.1
C 2.565833 -0.110561 1.238847 0.6 -1.4 -0.1
Cl 3.327148 1.259257 1.984924 -0.1 0.2 0.1
C 3.304188 -1.250444 1.332982 -0.9 0.4 -0.5
C 2.971013 -2.636372 0.887024 0.2 -0.3 0.4
Cl 4.844030 -1.236515 2.073138 0.4 0.1 0.1
C 1.002587 0.033370 -1.019177 -0.2 -0.7 0.2
B 1.818451 1.236790 -1.771257 0.0 0.3 0.0
C 3.266039 1.726518 -1.410487 0.0 0.0 -0.1
O 1.196039 1.693074 -2.890906 -0.3 0.3 0.5
C 1.541965 -1.230168 -1.750681 0.4 0.1 0.1
F 1.033746 -2.379002 -1.209582 -0.1 0.1 0.0
F 2.893837 -1.262152 -1.589386 -0.3 -0.2 0.0
C 1.317920 -1.406026 -3.295484 0.4 0.0 0.1
F 0.208105 -0.760508 -3.730850 0.0 -0.1 0.0
F 2.387367 -0.933997 -3.964842 -0.3 0.1 0.1
H -1.137991 4.773675 0.006582 0.1 0.0 0.1
H -2.468735 4.633902 1.142434 -0.2 0.1 0.0
H -2.705761 5.348184 -0.484598 -0.1 0.1 0.1
H -3.519063 3.189972 -0.916710 -0.1 -0.2 0.2
H -2.467480 2.425531 0.299010 0.1 0.0 0.0
H -1.373267 0.811066 -3.001511 0.3 0.0 -0.1
H -2.454551 0.833430 -1.669295 0.0 0.0 -0.1
H -0.706614 -0.852855 -1.791487 -0.2 0.0 -0.1
H -1.875566 0.269310 0.399143 0.2 0.0 0.7
H 1.046578 0.505418 3.687528 0.0 -0.3 0.2
H -0.218529 1.462546 4.185486 0.0 -0.1 0.3
H -2.590163 0.590132 2.916404 -0.1 0.3 0.2
H 0.008654 -2.753765 1.377399 0.0 0.1 -0.2
H -1.280239 -3.270500 3.167209 -0.1 0.0 0.0
H -0.814059 -1.847440 4.065721 0.0 0.2 -0.1
H -2.132485 -1.779064 2.887922 0.0 0.2 -0.1
H 3.329682 -3.324737 1.651283 -0.1 0.0 0.1
H 3.506292 -2.899460 -0.020415 0.0 0.1 -0.1
H 1.920160 -2.818482 0.773944 -0.2 0.1 -0.3
H 3.942798 0.911160 -1.160282 0.0 -0.1 0.1
H 3.694623 2.240582 -2.272928 0.0 0.0 -0.1
H 3.299725 2.426162 -0.580421 0.0 0.0 0.1
H 1.521708 2.570605 -3.128706 0.2 -0.2 -0.4
H 1.209589 -2.473555 -3.496062 0.0 0.0 -0.1
```
Positions in Å, forces in eV/Å.

Output
- Molecular weight: 743.930 g/mol
- Spin multiplicity: 1
- Kohn-Sham gap: 7.430 eV
- Charge: +1
- Highest occupied orbital energy: -11.193 eV


[3]
Molecular formula: C5H6O
Method: DFT, ωB97M-V with the def2-TZVPD basis set

Geometry as XYZ:
```
12
Properties=species:S:1:pos:R:3:forces:R:3
C -0.447028 2.420176 0.189223 0.1 -0.3 -0.2
C -0.257628 1.408802 -0.434316 -0.1 0.4 0.2
C 0.016428 0.166978 -1.160430 0.0 0.0 -0.1
C 0.630301 -0.923204 -0.272326 0.2 -0.2 0.0
C -0.055319 -1.202326 1.043646 0.0 -0.1 0.0
O 1.607836 -1.530500 -0.642130 -0.4 0.2 0.1
H -0.607427 3.324360 0.735213 0.0 -0.2 -0.1
H -0.917638 -0.230443 -1.582500 0.1 0.1 0.1
H 0.705835 0.342592 -1.991262 -0.1 0.0 0.1
H 0.360590 -2.110655 1.482518 -0.1 0.1 -0.1
H -1.137551 -1.307006 0.907794 0.2 0.0 0.0
H 0.101601 -0.358775 1.724570 0.0 -0.1 -0.1
```
Positions in Å, forces in eV/Å.

Output
- Molecular weight: 82.102 g/mol
- Spin multiplicity: 1
- Energy above the lowest of the compared OMol25 structures with the same formula, charge and spin: 148.1 kJ/mol
- Kohn-Sham gap: 10.552 eV
- Structure (SMILES): C#CCC(C)=O
- Highest occupied orbital energy: -9.690 eV


[4]
Molecular formula: C3H3N2OS
Method: DFT, ωB97M-V with the def2-TZVPD basis set

Geometry as XYZ:
```
10
Properties=species:S:1:pos:R:3:forces:R:3
C -0.660055 -1.228563 -0.786078 3.2 2.9 -1.4
C 0.010325 -0.193461 -1.548013 2.7 -2.2 5.1
C -0.026795 1.880900 1.932958 0.0 -2.0 -2.8
N -0.038874 1.239936 0.983647 -0.6 1.1 1.1
N 0.015220 -1.613849 0.213649 0.8 -1.6 2.3
O 1.198446 -1.002050 0.357257 -0.4 -0.1 0.2
S 1.439929 0.182618 -0.679502 -2.0 -0.7 -3.1
H -1.522528 -1.721179 -0.998429 -2.5 -1.1 -0.7
H -0.431906 0.207909 -2.339857 -1.1 2.1 -3.5
H 0.016236 2.247739 2.864367 0.0 1.6 2.9
```
Positions in Å, forces in eV/Å.

Output
- Molecular weight: 115.137 g/mol
- Spin multiplicity: 1
- Energy above the lowest of the compared OMol25 structures with the same formula, charge and spin: 401.4 kJ/mol
- Kohn-Sham gap: 9.556 eV
- Charge: +1
- Highest occupied orbital energy: -15.998 eV


[5]
Molecular formula: C22H26Cl2N4O4OsPS4
Method: DFT, ωB97M-V with the def2-TZVPD basis set

Geometry as XYZ:
```
64
Properties=species:S:1:pos:R:3:forces:R:3
Os -0.719598 0.261091 -0.520239 0.0 0.2 -0.2
N 3.557513 1.661993 5.653450 0.0 0.0 0.0
C 3.180893 1.494286 4.359668 0.0 0.0 0.0
C 1.820344 1.351372 4.025842 0.1 0.0 0.0
C 1.443495 1.161284 2.719378 -0.1 0.0 0.0
C 2.413632 1.110420 1.719662 0.1 0.0 0.0
C 3.765044 1.246999 2.030246 0.0 0.0 0.0
C 4.144174 1.438338 3.336842 0.0 0.0 0.0
S 1.959128 0.861331 0.076759 0.1 -0.1 0.2
O 0.706838 1.698100 -0.162910 -0.1 0.2 0.0
O 3.036075 1.128117 -0.805630 0.0 -0.1 0.0
N 1.163486 -0.541682 -0.109057 0.0 0.1 -0.1
C 1.756822 -1.767808 0.172340 0.0 0.0 0.0
N 0.976236 -2.838196 0.073435 0.1 0.0 0.0
C 1.572181 -3.999901 0.338475 -0.1 0.0 0.0
C 2.902248 -4.096303 0.700801 0.1 0.0 0.0
C 3.605447 -2.906609 0.784279 -0.1 0.0 0.0
N 3.038577 -1.734420 0.520958 0.0 0.0 0.0
H 2.867789 1.838395 6.360793 0.0 0.0 0.0
H 4.506980 1.901262 5.874043 0.0 0.0 0.0
H 1.070026 1.399734 4.804667 0.0 0.0 0.0
H 0.393209 1.072416 2.471125 0.0 0.0 0.0
H 4.500603 1.199841 1.239368 0.0 0.0 0.0
H 5.192255 1.547582 3.584573 0.0 0.0 0.0
H 0.950990 -4.885704 0.258203 0.0 0.0 0.0
H 3.367173 -5.048023 0.909165 0.0 0.0 0.0
H 4.650105 -2.882915 1.070993 0.0 0.0 0.0
Cl -1.701161 3.064836 1.665224 -0.1 0.0 0.0
C -1.232950 3.941663 0.248282 0.0 0.1 0.1
C -0.649343 5.184286 0.411104 0.0 0.0 0.1
C -0.248039 5.898564 -0.704496 0.0 0.1 0.1
C -0.421177 5.376946 -1.972057 0.0 0.0 -0.1
C -1.008426 4.132161 -2.121585 0.0 0.0 0.0
Cl -1.193387 3.496517 -3.718486 0.0 0.0 0.0
C -1.432667 3.390878 -1.015592 0.0 -0.1 -0.1
S -2.227406 1.830199 -1.254887 0.1 -0.2 0.1
H -0.515390 5.579909 1.407893 0.0 0.0 0.0
H 0.207965 6.871763 -0.584053 0.0 0.0 0.0
H -0.104678 5.922576 -2.849215 0.0 0.0 0.0
C -6.409189 -1.760505 0.708749 0.0 0.0 0.0
C -5.582218 -1.004975 -0.305144 0.0 0.0 0.0
C -5.414981 -1.723255 -1.624149 0.0 0.0 0.0
O -4.276687 -0.657493 0.300232 0.0 0.0 0.1
P -2.969010 -1.484213 0.439424 0.0 0.1 -0.2
S -1.767507 -0.594708 1.735959 0.0 0.0 0.0
S -1.968937 -1.435640 -1.408175 -0.1 -0.1 0.2
O -3.441397 -2.927893 0.770013 0.0 -0.1 0.0
C -2.727876 -4.205197 1.013133 0.0 0.1 -0.1
C -1.785554 -4.079298 2.185778 0.0 0.0 0.0
C -2.065437 -4.679753 -0.259607 0.0 -0.1 0.0
H -7.429141 -1.849513 0.333195 0.0 0.0 0.0
H -6.439732 -1.225860 1.656963 0.0 0.0 0.0
H -6.014831 -2.761992 0.875857 0.0 0.0 0.0
H -6.006060 -0.016423 -0.472130 0.0 0.0 0.0
H -4.957821 -2.705634 -1.489023 0.0 0.0 0.0
H -4.820775 -1.140676 -2.326933 0.0 0.0 0.0
H -6.401419 -1.877511 -2.061962 0.0 0.0 0.0
H -3.562342 -4.857277 1.264641 0.0 0.0 0.0
H -0.929054 -3.453307 1.938480 0.0 0.0 0.0
H -1.427616 -5.077004 2.444347 0.0 0.0 0.0
H -2.292730 -3.662814 3.055424 0.0 0.0 0.0
H -1.206143 -4.058438 -0.513807 0.0 0.0 0.0
H -2.767598 -4.692046 -1.092943 0.0 0.0 0.0
H -1.719152 -5.702775 -0.101281 0.0 0.0 0.0
```
Positions in Å, forces in eV/Å.

Output
- Molecular weight: 830.852 g/mol
- ⟨S²⟩: 6.022
- Spin multiplicity: 5
- Energy above the lowest of the compared OMol25 structures with the same formula, charge and spin: 4.7 kJ/mol
- Kohn-Sham gap (alpha / beta): 7.863 / 6.029 eV
- Charge: +1
- Highest occupied orbital energy (alpha / beta): -10.911 / -10.951 eV


Please write out number 4 again, unchanged.
Molecular formula: C3H3N2OS
Method: DFT, ωB97M-V with the def2-TZVPD basis set

Geometry as XYZ:
```
10
Properties=species:S:1:pos:R:3:forces:R:3
C -0.660055 -1.228563 -0.786078 3.2 2.9 -1.4
C 0.010325 -0.193461 -1.548013 2.7 -2.2 5.1
C -0.026795 1.880900 1.932958 0.0 -2.0 -2.8
N -0.038874 1.239936 0.983647 -0.6 1.1 1.1
N 0.015220 -1.613849 0.213649 0.8 -1.6 2.3
O 1.198446 -1.002050 0.357257 -0.4 -0.1 0.2
S 1.439929 0.182618 -0.679502 -2.0 -0.7 -3.1
H -1.522528 -1.721179 -0.998429 -2.5 -1.1 -0.7
H -0.431906 0.207909 -2.339857 -1.1 2.1 -3.5
H 0.016236 2.247739 2.864367 0.0 1.6 2.9
```
Positions in Å, forces in eV/Å.

Output
- Molecular weight: 115.137 g/mol
- Spin multiplicity: 1
- Energy above the lowest of the compared OMol25 structures with the same formula, charge and spin: 401.4 kJ/mol
- Kohn-Sham gap: 9.556 eV
- Charge: +1
- Highest occupied orbital energy: -15.998 eV